# C25H59B3N2O4

3 unconnected molecules or ions with the total composition C25H59B3N2O4 (wB97M-V/def2-TZVPD, the OMol25 dataset).

## Properties
HOMO energy: -0.29737 hartree
E: -40087.798 eV
SMILES: COCCCCCCCCCCCCB1OBOBO1.CCN(CC)CC.CCN(CC)CC

The geometry in XYZ format:
```
93
Properties=species:S:1:pos:R:3:forces:R:3:mulliken_charge:R:1
C 2.76616 5.02624 3.53983 0.028 0.030 0.017 -0.741
O 1.73293 4.36417 2.84588 0.000 0.071 -0.104 -0.417
C 0.43744 4.69026 3.30992 -0.029 -0.074 0.075 -0.506
C 0.15810 4.20686 4.72999 -0.026 -0.074 0.000 -0.771
C 0.49127 2.72851 4.93956 -0.113 0.100 -0.082 -0.806
C -0.50437 1.78353 4.26264 0.069 -0.064 0.098 0.390
C 0.06976 0.37751 4.01841 -0.040 0.115 -0.118 -1.590
C 0.40357 0.17068 2.54282 -0.095 -0.008 -0.057 0.388
C 1.12355 -1.14783 2.23131 -0.009 -0.012 0.041 -0.656
C 0.58465 -1.87282 0.99299 0.105 -0.046 -0.071 -1.189
C 0.53457 -1.03340 -0.29397 -0.019 -0.042 -0.017 -0.804
C 1.72062 -1.21004 -1.25453 0.021 0.185 -0.057 -0.383
C 3.11789 -1.28148 -0.62616 0.009 0.025 -0.092 0.242
C 4.12306 -2.05447 -1.50764 0.031 0.036 -0.049 -0.662
B 4.73545 -3.33526 -0.86098 0.090 -0.025 0.233 0.604
O 5.22726 -4.38207 -1.63100 -0.518 -0.055 -0.323 -0.550
B 5.11517 -5.65174 -1.11532 0.145 0.021 0.155 0.639
O 5.17073 -5.80874 0.25270 0.263 -0.040 -0.017 -0.553
B 5.32909 -4.66771 1.01150 -0.261 -0.022 -0.083 0.604
O 4.80248 -3.49822 0.51631 0.257 0.132 -0.016 -0.583
H 3.12260 4.44184 4.39402 -0.026 -0.004 0.037 0.258
H 3.59199 5.17309 2.84542 0.033 -0.035 0.014 0.273
H 2.43883 6.00557 3.90574 0.012 0.022 -0.038 0.342
H -0.24860 4.22624 2.60120 -0.003 -0.028 -0.017 0.229
H 0.28712 5.77591 3.25073 -0.012 0.017 0.010 0.425
H 0.71345 4.82224 5.44375 0.008 -0.019 -0.026 0.355
H -0.90520 4.37709 4.93261 0.022 0.043 0.051 0.410
H 0.50799 2.51796 6.01201 0.089 -0.057 -0.021 0.352
H 1.49429 2.52935 4.55176 0.001 0.027 0.017 0.400
H -1.40901 1.72975 4.87391 -0.005 0.036 -0.010 0.200
H -0.80632 2.20676 3.29902 -0.061 -0.027 0.012 -0.089
H -0.64595 -0.39081 4.32517 0.065 -0.028 0.031 0.407
H 0.97203 0.23922 4.62217 -0.040 -0.051 0.053 0.500
H 0.98688 1.02730 2.19002 0.015 -0.020 -0.009 0.338
H -0.54284 0.20850 1.99047 0.015 0.010 -0.008 -0.331
H 1.01718 -1.81544 3.09237 0.012 -0.038 -0.032 0.482
H 2.19583 -0.96949 2.12163 -0.011 0.041 0.040 0.330
H 1.19736 -2.76216 0.80754 -0.074 -0.048 0.039 0.487
H -0.41625 -2.24788 1.22465 -0.031 0.086 0.002 0.491
H -0.36655 -1.30736 -0.84926 -0.004 0.080 -0.021 0.207
H 0.41353 0.02421 -0.04977 0.051 0.004 0.075 0.458
H 1.55331 -2.09772 -1.87377 0.011 -0.113 0.148 0.307
H 1.71046 -0.36331 -1.94869 -0.033 -0.119 -0.140 0.253
H 3.48742 -0.26630 -0.46696 -0.052 -0.006 0.131 0.288
H 3.06193 -1.74667 0.35662 0.049 -0.024 -0.019 -0.148
H 4.95971 -1.40777 -1.79794 0.025 -0.027 -0.010 0.323
H 3.66679 -2.35194 -2.45780 0.014 0.061 -0.006 0.037
H 4.96238 -6.59179 -1.82217 0.100 0.000 -0.011 -0.114
H 5.92541 -4.69022 2.03658 -0.159 -0.038 0.086 -0.106
C -0.63593 -0.80575 -7.99593 0.011 0.014 -0.021 -1.396
C 0.70369 -1.38704 -7.57297 0.033 -0.019 0.016 -0.375
N 1.09047 -0.99809 -6.22775 -0.019 -0.070 -0.006 0.130
C 2.47886 -1.29034 -5.91030 0.015 0.076 0.018 -0.642
C 2.91452 -2.75852 -5.84641 0.011 0.004 0.004 -0.990
C 0.12674 -1.29754 -5.18038 0.019 0.030 0.103 -0.371
C -0.31425 -2.75600 -5.00379 -0.008 0.007 0.007 -1.030
H -0.63955 0.27808 -7.87271 -0.006 -0.003 0.013 0.334
H -0.82434 -1.03613 -9.04515 0.000 0.010 -0.002 0.432
H -1.46330 -1.21907 -7.41795 0.002 -0.007 0.000 0.286
H 1.48245 -1.01193 -8.24316 -0.005 -0.016 -0.013 0.450
H 0.67788 -2.47941 -7.71697 -0.006 -0.002 0.017 0.270
H 2.70432 -0.80913 -4.95387 0.007 0.001 -0.003 0.331
H 3.09018 -0.77950 -6.66045 -0.011 -0.009 -0.015 0.374
H 2.54372 -3.25931 -4.95257 -0.019 -0.004 -0.008 0.111
H 4.00443 -2.81709 -5.82559 0.000 -0.005 0.010 0.394
H 2.57075 -3.31951 -6.71669 0.008 0.003 -0.004 0.373
H -0.76482 -0.69009 -5.35166 0.019 0.016 -0.047 0.338
H 0.55900 -0.93144 -4.24502 -0.039 -0.020 0.019 0.023
H -0.55376 -3.22077 -5.96190 -0.022 0.007 0.004 0.331
H -1.21453 -2.79511 -4.38746 0.008 -0.003 0.012 0.389
H 0.44476 -3.36636 -4.51665 0.017 -0.007 -0.034 0.232
C -7.24278 2.38755 1.80583 -0.008 -0.007 -0.023 -1.435
C -6.15600 1.32566 1.75095 0.027 -0.007 -0.009 -0.338
N -4.81948 1.88545 1.63466 -0.045 -0.028 0.058 0.168
C -3.80849 0.90049 1.28505 0.036 0.042 -0.052 -0.835
C -3.50601 -0.20245 2.30412 0.051 0.003 0.057 -0.512
C -4.45187 2.84830 2.66202 0.040 0.027 -0.008 -0.602
C -4.51014 2.39545 4.12708 0.044 0.007 -0.019 -0.815
H -7.16202 3.06323 0.95327 0.007 0.009 0.009 0.337
H -8.22453 1.91331 1.78062 -0.001 0.004 -0.010 0.440
H -7.19122 2.98068 2.71959 -0.002 -0.006 0.005 0.291
H -6.31183 0.70271 0.86559 -0.013 -0.012 0.012 0.456
H -6.27076 0.65650 2.61884 0.013 0.010 0.011 0.268
H -2.88439 1.44020 1.05586 -0.003 0.001 0.003 0.366
H -4.13006 0.43562 0.34822 -0.015 -0.007 0.007 0.349
H -2.93287 0.17913 3.14968 -0.017 -0.019 0.017 -0.127
H -2.91345 -0.99505 1.84177 0.000 0.018 -0.029 0.238
H -4.42053 -0.65577 2.68916 0.003 -0.014 -0.009 0.397
H -5.09419 3.72395 2.54576 -0.018 -0.011 -0.017 0.346
H -3.43995 3.19182 2.42862 0.005 -0.004 0.023 0.244
H -5.42913 1.85218 4.35357 -0.024 0.026 -0.037 0.310
H -4.47721 3.26680 4.78419 0.025 0.002 -0.002 0.379
H -3.66957 1.75419 4.38557 -0.036 -0.035 0.030 0.060
```
Positions in Å, forces in eV/Å.

---

# C25H59BIN3O6S

4 unconnected molecules or ions with the total composition C25H59BIN3O6S (wB97M-V/def2-TZVPD, the OMol25 dataset).

## Properties
HOMO energy: -0.29559 hartree
E: -63251.976 eV
SMILES: C[C@@H](I)C[C@H]1CCS(=O)(=O)O[C@@H]1OB(O)O.CCN(CC)CC.CCN(CC)CC.CCN(CC)CC

The geometry in XYZ format:
```
96
Properties=species:S:1:pos:R:3:forces:R:3:mulliken_charge:R:1
C 3.31676 -2.92041 4.44288 0.137 0.133 -0.040 -1.385
C 3.20059 -2.50792 2.99436 0.208 -0.318 0.275 -0.395
I 4.60761 -3.70861 1.85902 -0.031 0.138 -0.047 0.040
C 1.78632 -2.65541 2.43766 0.186 0.302 -0.216 -1.161
C 1.17820 -1.32298 1.95540 0.071 -1.035 -0.250 0.588
C 0.61074 -1.49168 0.54815 -0.454 1.070 0.309 -1.314
C 0.24266 -0.11381 -0.02738 0.791 -0.686 0.118 -0.811
S -0.09047 1.13420 1.20083 -0.334 0.909 -0.040 1.268
O -1.25102 1.84014 0.80621 -1.115 0.145 -0.200 -0.637
O 1.07917 1.90809 1.41243 1.099 -0.113 0.211 -0.669
O -0.45121 0.41849 2.59187 -0.037 -0.571 -0.818 -0.427
C 0.01240 -0.92082 2.82909 0.571 0.128 1.068 -0.456
O 0.34283 -0.97076 4.19073 0.057 -0.040 -0.425 -0.527
B -0.63838 -1.46556 5.05506 -0.096 0.338 0.083 0.749
O -1.14163 -0.65299 6.00701 0.532 0.398 0.595 -0.276
O -1.13892 -2.72319 4.98291 0.193 -0.685 -0.226 -0.588
H 2.66888 -2.30307 5.05608 -0.315 0.108 0.084 0.248
H 3.05120 -3.96288 4.55486 -0.086 -0.270 0.173 0.419
H 4.32428 -2.77050 4.80336 0.296 -0.092 0.109 0.462
H 3.57773 -1.50215 2.88895 0.057 0.233 -0.218 0.502
H 1.17731 -3.10819 3.20910 -0.230 -0.127 0.189 -0.069
H 1.80344 -3.34871 1.61014 -0.124 -0.205 -0.205 0.841
H 1.96801 -0.58107 1.96020 -0.024 0.428 0.089 0.554
H 1.30354 -1.99676 -0.10595 0.139 -0.170 -0.214 0.513
H -0.30616 -2.05900 0.64544 -0.105 -0.519 -0.196 0.411
H 1.11688 0.27701 -0.53216 0.172 0.337 -0.098 0.477
H -0.55505 -0.14148 -0.75179 -0.473 0.073 0.065 0.494
H -0.82377 -1.59453 2.64117 -0.199 -0.061 -0.090 0.569
H -0.53744 0.09701 6.12259 -0.540 0.061 -0.099 0.257
H -0.54994 -3.33630 4.52428 -0.329 0.127 -0.042 0.320
C 0.39929 0.48763 -5.28327 -0.020 -0.001 -0.007 -1.235
C -0.38033 1.35445 -4.30439 -0.012 -0.065 -0.136 -0.156
N 0.38591 2.47351 -3.79135 0.047 -0.006 0.151 0.178
C -0.23821 3.12757 -2.65288 -0.062 -0.013 0.196 -0.103
C -1.58635 3.82424 -2.86494 0.007 0.071 0.047 -1.202
C 0.95848 3.34867 -4.79711 0.149 0.009 -0.221 -0.775
C 0.00468 4.00106 -5.80547 0.072 0.107 -0.040 -0.853
H 1.34135 0.15583 -4.84407 0.022 0.040 0.008 0.323
H -0.18591 -0.39567 -5.54202 -0.012 0.001 -0.011 0.459
H 0.61853 1.01028 -6.21498 0.001 -0.011 -0.014 0.005
H -0.66795 0.73412 -3.44988 -0.032 0.076 0.056 0.328
H -1.32069 1.66878 -4.78542 -0.016 -0.038 0.013 0.211
H 0.46953 3.84670 -2.23352 0.064 0.006 -0.084 0.434
H -0.37043 2.36995 -1.87415 -0.029 -0.045 -0.042 -0.258
H -1.48052 4.76265 -3.40802 -0.010 -0.022 -0.062 0.296
H -2.02724 4.06073 -1.89521 0.011 -0.021 0.016 0.473
H -2.29564 3.19269 -3.40108 0.008 -0.013 -0.013 0.268
H 1.70096 2.77484 -5.35822 -0.041 -0.054 0.005 0.407
H 1.53476 4.12421 -4.28754 -0.078 0.006 0.104 0.382
H -0.71645 3.28614 -6.20428 -0.004 -0.008 0.007 0.168
H 0.57870 4.38898 -6.65004 0.002 -0.009 -0.006 0.372
H -0.54229 4.84023 -5.37900 -0.076 -0.053 0.032 0.285
C -2.63023 -1.48250 9.00117 -0.081 -0.007 0.034 -1.382
C -1.40699 -1.90572 9.79828 -0.138 -0.070 -0.039 -0.388
N -0.82771 -0.82512 10.57430 0.123 0.043 0.009 0.152
C 0.49083 -1.13050 11.09695 0.187 -0.024 -0.025 -0.679
C 0.62116 -2.26417 12.12215 0.061 0.040 0.043 -0.984
C -1.73424 -0.15239 11.48712 -0.212 0.120 0.030 -0.714
C -2.44338 -0.99797 12.55370 0.014 0.073 0.065 -0.964
H -2.40554 -0.62242 8.37288 0.010 0.019 0.000 0.256
H -2.94529 -2.29857 8.35052 0.013 -0.005 -0.020 0.419
H -3.47638 -1.23426 9.64396 0.014 -0.006 0.021 0.365
H -0.64542 -2.25074 9.09343 0.073 0.011 0.054 0.468
H -1.67194 -2.77742 10.41877 0.009 -0.012 -0.025 0.196
H 0.91045 -0.21569 11.52430 -0.073 0.032 0.027 0.373
H 1.13079 -1.37049 10.24142 -0.064 -0.035 -0.040 0.360
H 0.24075 -1.97570 13.10089 -0.057 -0.022 -0.004 0.221
H 1.67428 -2.52240 12.25082 0.005 0.008 -0.013 0.403
H 0.10062 -3.16702 11.80210 -0.021 0.003 -0.015 0.273
H -2.49882 0.35087 10.89041 0.001 -0.055 -0.047 0.374
H -1.18455 0.65615 11.97509 0.097 -0.051 0.002 0.357
H -2.85332 -1.91986 12.13955 0.004 -0.001 -0.028 0.251
H -3.27677 -0.43195 12.97442 0.000 0.010 -0.009 0.371
H -1.78361 -1.25837 13.37986 0.016 -0.075 -0.027 0.272
C -1.23110 -1.53637 -10.02363 -0.026 -0.019 -0.024 -1.410
C -1.15093 -0.01777 -9.98623 -0.060 -0.101 -0.083 -0.344
N 0.14770 0.47352 -9.56859 0.063 0.081 0.091 0.369
C 0.15269 1.88709 -9.24203 -0.065 0.175 0.146 -0.621
C -0.13681 2.89422 -10.36182 0.062 0.057 0.028 -1.337
C 1.27984 -0.00579 -10.34100 0.119 -0.192 -0.091 -0.719
C 1.28548 0.25873 -11.85271 0.097 0.018 0.007 -0.991
H -0.93105 -1.96466 -9.06657 0.042 0.016 0.008 0.292
H -2.25633 -1.84623 -10.22878 -0.010 0.005 -0.006 0.443
H -0.60127 -1.96273 -10.80507 0.008 -0.004 0.003 0.294
H -1.88777 0.34557 -9.26495 0.036 0.090 0.012 0.424
H -1.45851 0.37669 -10.96812 -0.028 -0.011 0.010 0.259
H 1.11614 2.13331 -8.78596 0.050 -0.072 -0.040 0.406
H -0.58792 2.03931 -8.44963 -0.046 -0.064 -0.028 0.260
H 0.70417 2.99795 -11.04593 -0.018 -0.042 -0.045 0.267
H -0.32054 3.87940 -9.92830 -0.005 -0.007 0.018 0.446
H -1.02058 2.62216 -10.93930 -0.008 -0.023 -0.002 0.281
H 1.36049 -1.08452 -10.18529 -0.068 -0.003 0.003 0.418
H 2.18945 0.40783 -9.89912 -0.045 0.094 0.034 0.364
H 0.32275 0.03166 -12.31233 -0.017 -0.009 0.017 0.251
H 2.03247 -0.37674 -12.33236 0.002 -0.008 0.010 0.382
H 1.54212 1.28983 -12.09003 -0.078 0.025 -0.012 0.267
```
Positions in Å, forces in eV/Å.